(1)
This record from OMol25 describes a 12-piece molecular cluster, C21H67N15O13 overall. The level of theory is the ωB97M-V functional and the def2-TZVPD basis.

The geometry in XYZ format:
```
116
C21H67N15O13, DFT the ωB97M-V functional and the def2-TZVPD basis
C -13.09 6.60 -27.27
O -12.80 6.71 -28.64
C -12.35 8.06 -28.94
C -12.23 8.23 -30.46
N -13.51 7.95 -31.13
C -14.35 9.14 -31.26
C -15.54 8.91 -32.14
O -16.52 8.06 -31.52
C -17.84 8.22 -31.95
H -13.44 7.48 -26.73
H -12.19 6.24 -26.76
H -13.87 5.85 -27.14
H -11.37 8.09 -28.46
H -12.97 8.76 -28.39
H -11.54 7.43 -30.74
H -11.74 9.16 -30.71
H -13.97 7.37 -30.43
H -13.75 9.98 -31.60
H -14.73 9.52 -30.30
H -15.31 8.54 -33.14
H -16.08 9.83 -32.40
H -18.26 9.23 -31.92
H -18.54 7.64 -31.34
H -17.96 7.91 -32.99
N -15.80 4.40 -33.10
C -16.05 3.18 -32.57
N -16.11 3.19 -31.22
O -16.16 2.19 -33.30
H -15.94 5.28 -32.64
H -15.69 4.25 -34.09
H -16.49 2.40 -30.73
H -16.17 4.10 -30.77
N -25.63 2.27 -27.96
C -25.60 2.71 -29.28
N -26.84 2.76 -29.77
O -24.57 3.01 -29.83
H -24.76 2.28 -27.47
H -26.41 1.82 -27.53
H -26.90 3.20 -30.69
H -27.60 2.24 -29.39
N -23.98 3.80 -32.59
C -25.20 3.72 -33.20
N -25.09 3.88 -34.54
O -26.28 3.52 -32.64
H -23.99 3.56 -31.61
H -23.12 3.87 -33.10
H -24.22 4.16 -34.96
H -25.94 3.67 -35.03
N -19.62 4.32 -25.02
C -20.37 5.14 -25.81
N -20.48 4.72 -27.09
O -20.89 6.16 -25.36
H -19.23 4.76 -24.21
H -19.42 3.40 -25.36
H -19.93 3.95 -27.40
H -21.04 5.29 -27.70
N -19.17 4.01 -29.72
C -20.28 4.33 -30.37
N -21.26 3.40 -30.25
O -20.47 5.39 -30.99
H -19.12 3.23 -29.08
H -18.38 4.62 -29.87
H -22.16 3.54 -30.68
H -21.14 2.52 -29.77
N -19.33 0.04 -26.87
C -18.50 1.04 -27.26
N -17.20 0.76 -27.04
O -18.87 2.13 -27.71
H -20.30 0.37 -26.88
H -18.98 -0.62 -26.21
H -16.48 1.40 -27.33
H -16.94 -0.10 -26.60
N -21.32 8.65 -30.44
C -22.18 8.26 -29.48
N -22.57 6.97 -29.62
O -22.63 8.99 -28.59
H -21.17 8.04 -31.23
H -21.27 9.65 -30.51
H -23.22 6.61 -28.94
H -22.11 6.44 -30.34
C -20.72 2.92 -34.29
C -20.87 4.06 -35.27
O -22.24 4.49 -35.38
H -21.18 3.25 -33.36
H -19.66 2.74 -34.14
H -21.22 2.02 -34.66
H -20.44 3.81 -36.25
H -20.28 4.92 -34.94
H -22.30 5.19 -36.04
C -22.88 0.17 -28.91
C -22.66 -0.06 -27.43
O -21.92 1.03 -26.89
H -23.28 1.15 -29.17
H -23.65 -0.54 -29.21
H -21.92 0.02 -29.41
H -22.13 -0.99 -27.22
H -23.59 -0.22 -26.88
H -22.48 1.81 -26.87
C -19.61 -0.32 -31.67
C -18.67 0.87 -31.44
O -17.91 0.69 -30.26
H -20.66 -0.11 -31.83
H -19.42 -1.05 -30.87
H -19.32 -0.88 -32.56
H -19.32 1.74 -31.42
H -18.02 0.97 -32.31
H -18.22 1.16 -29.49
C -16.25 4.69 -28.07
C -16.61 5.99 -28.78
O -16.60 5.79 -30.20
H -17.11 4.05 -28.25
H -16.11 4.72 -26.99
H -15.39 4.28 -28.60
H -15.87 6.79 -28.61
H -17.56 6.27 -28.32
H -16.65 6.66 -30.65
```

Calculated values
HOMO energy = -9.068 eV
relative energy (zero: lowest compared OMol25 entry of this formula, charge and spin) = 0.961 eV
SMILES = COCCNCCOC.NC(N)=O.NC(N)=O.NC(N)=O.NC(N)=O.NC(N)=O.NC(N)=O.NC(N)=O.CCO.CCO.CCO.CCO

***

(2)
This record from OMol25 describes a 12-piece molecular cluster, C21H69N21O12 overall. The level of theory is the ωB97M-V functional and the def2-TZVPD basis.

The geometry in XYZ format:
```
123
C21H69N21O12, DFT the ωB97M-V functional and the def2-TZVPD basis
C 1.52 3.50 1.96
O 2.87 3.51 2.36
C 3.76 3.55 1.28
C 3.98 2.14 0.66
C 4.93 1.29 1.49
N 4.39 2.22 -0.74
H 1.37 2.73 1.20
H 1.28 4.50 1.59
H 0.84 3.22 2.75
H 3.38 4.23 0.51
H 4.76 3.89 1.58
H 2.99 1.67 0.61
H 4.60 0.25 1.50
H 4.74 1.64 2.51
H 5.97 1.33 1.18
H 3.61 2.62 -1.28
H 5.17 2.83 -0.92
C 1.88 3.24 -5.73
O 1.32 1.97 -5.79
C -0.08 1.95 -5.82
C -0.58 0.51 -5.71
C -2.07 0.39 -5.99
N -0.29 -0.11 -4.40
H 1.74 3.71 -4.74
H 1.46 3.92 -6.49
H 2.97 3.25 -5.85
H -0.43 2.55 -4.96
H -0.47 2.45 -6.72
H -0.02 -0.04 -6.47
H -2.44 -0.57 -5.63
H -2.28 0.43 -7.06
H -2.65 1.18 -5.50
H 0.67 -0.45 -4.44
H -0.30 0.48 -3.58
C -7.48 -0.96 1.10
O -6.57 -0.85 0.02
C -5.51 0.05 0.21
C -4.35 -0.39 -0.66
C -3.69 -1.71 -0.26
N -3.29 0.68 -0.62
H -8.12 -0.07 1.06
H -6.91 -1.00 2.03
H -8.05 -1.88 1.04
H -5.76 1.09 -0.01
H -5.16 -0.05 1.25
H -4.72 -0.41 -1.69
H -3.43 -1.65 0.80
H -2.71 -1.95 -0.69
H -4.29 -2.60 -0.45
H -2.97 0.74 0.36
H -2.46 0.21 -1.01
N 2.74 -4.00 -2.98
C 2.62 -4.60 -1.75
N 2.53 -5.99 -1.73
O 2.49 -3.90 -0.71
H 2.56 -2.99 -3.05
H 2.67 -4.60 -3.77
H 2.82 -6.49 -2.54
H 2.19 -6.46 -0.92
N 3.84 -0.63 -1.84
C 3.39 -0.48 -3.13
N 3.24 0.87 -3.47
O 2.97 -1.35 -3.95
H 4.01 0.26 -1.36
H 4.02 -1.51 -1.39
H 3.72 1.54 -2.90
H 2.91 1.10 -4.39
N -2.96 3.81 1.68
C -2.99 2.82 2.65
N -3.41 3.18 3.92
O -2.59 1.64 2.41
H -2.83 3.41 0.76
H -3.23 4.73 1.93
H -3.73 4.11 4.11
H -3.38 2.47 4.63
N 3.75 -3.22 1.70
C 5.11 -3.49 1.63
N 5.41 -4.64 0.89
O 5.95 -2.91 2.32
H 3.40 -2.49 2.29
H 3.14 -3.64 1.00
H 6.38 -4.73 0.66
H 4.65 -5.10 0.44
N -0.56 2.40 -1.51
C 0.19 3.46 -1.06
N -0.49 4.64 -0.81
O 1.45 3.41 -0.98
H -0.13 1.48 -1.48
H -1.48 2.46 -1.91
H -1.48 4.74 -0.92
H -0.05 5.48 -0.50
N -5.31 0.42 3.92
C -4.66 -0.79 4.15
N -3.52 -1.03 3.39
O -5.15 -1.62 4.94
H -6.19 0.58 4.38
H -5.00 1.06 3.22
H -2.97 -1.84 3.66
H -3.13 -0.23 2.88
N 1.15 -1.59 0.27
C 0.26 -0.59 0.07
N -0.20 -0.06 1.25
O -0.25 -0.20 -1.01
H 1.57 -1.85 1.16
H 1.67 -1.88 -0.55
H -0.89 0.67 1.31
H 0.36 -0.40 2.03
N 2.20 0.24 4.73
C 1.41 -0.77 4.19
N 0.15 -0.86 4.76
O 1.72 -1.26 3.07
H 3.17 0.32 4.48
H 1.93 0.96 5.36
H -0.57 -1.48 4.39
H 0.01 -0.43 5.65
N -2.28 -4.46 2.13
C -1.28 -3.80 2.82
N -0.09 -3.65 2.14
O -1.44 -3.35 3.98
H -2.10 -4.71 1.18
H -3.18 -4.58 2.54
H -0.08 -3.66 1.13
H 0.71 -3.18 2.53
```

Calculated values
HOMO energy = -8.627 eV
relative energy (zero: lowest compared OMol25 entry of this formula, charge and spin) = 0.000 eV
SMILES = COC[C@H](C)N.COC[C@H](C)N.COC[C@H](C)N.NC(N)=O.NC(N)=O.NC(N)=O.NC(N)=O.NC(N)=O.NC(N)=O.NC(N)=O.NC(N)=O.NC(N)=O